ORCA calculation (ωB97M-V with the def2-TZVPD basis set) on an isolated molecule of C51H62N4O7.

Energy relative to the best compared isomer or geometry (same formula, charge and spin) (kcal per mole): 4.11
Total energy (eV): -74190.788
LUMO (Eh): 0.01955
HOMO energy (Eh): -0.308
Gap between HOMO and LUMO (Eh): 0.3272

Structure (XYZ):
```
124
Properties=species:S:1:pos:R:3:forces:R:3
C 5.169993 -2.990748 3.583505 -0.134 0.025 0.228
C 4.099537 -3.290175 4.626211 -0.014 -0.176 -0.121
H 4.555576 -3.837043 5.455345 -0.031 0.073 0.059
C 2.946399 -4.136043 4.082693 0.057 0.146 -0.060
H 3.347505 -5.090492 3.732608 -0.007 -0.075 0.063
C 2.165210 -3.494018 2.935857 -0.090 0.028 0.317
C 1.481246 -2.189607 3.336587 0.073 -0.178 -0.421
H 2.228953 -1.433228 3.576032 -0.021 0.073 0.079
H 0.868807 -2.352771 4.227309 -0.056 0.032 0.078
C 0.594855 -1.667751 2.202283 0.228 -0.396 0.350
N -0.059970 -0.421261 2.556728 0.186 0.316 -0.318
C -1.213197 -0.354988 3.264576 -0.234 -0.371 0.286
O -1.590354 0.683600 3.794164 -0.297 0.104 0.006
C -2.100657 -1.581652 3.288731 -0.092 0.167 -0.133
H -2.826826 -1.440101 4.090824 0.125 0.012 0.004
C -2.834668 -1.671291 1.943693 0.006 -0.309 0.228
C -3.680683 -2.937120 1.830002 -0.025 0.231 -0.163
C -4.474080 -2.995610 0.521146 0.236 -0.204 -0.008
H -4.883473 -2.007315 0.311404 -0.152 0.041 -0.034
C -3.659686 -3.501777 -0.674214 -0.488 -0.310 0.173
N -2.587750 -2.609359 -1.085748 0.167 -0.171 -0.080
C -2.810550 -1.391738 -1.693686 0.269 0.675 -0.198
C -1.796742 -0.505680 -1.878092 0.221 -0.376 0.316
C -1.984558 0.818036 -2.463172 -0.307 0.065 -0.168
O -2.939536 1.212750 -3.099502 0.082 0.080 -0.074
O -0.921160 1.604697 -2.194068 -0.097 -0.232 0.243
C -0.884703 2.905882 -2.779342 -0.143 0.399 -0.276
C -0.010021 2.893539 -4.004799 -0.023 0.004 0.204
C -0.470044 2.302989 -5.175171 -0.031 0.007 -0.013
C 0.335256 2.259631 -6.298107 -0.051 -0.015 -0.043
C 1.608947 2.801090 -6.263180 0.080 0.080 -0.040
C 2.074475 3.384407 -5.098031 0.108 0.086 -0.064
C 1.269867 3.428114 -3.972733 -0.148 0.038 0.007
H 1.635037 3.882537 -3.062854 0.044 0.047 0.125
H 3.068524 3.806105 -5.066100 0.094 0.035 0.001
H 2.238025 2.765665 -7.140173 0.063 -0.015 -0.068
H -0.035402 1.809112 -7.206819 -0.032 -0.062 -0.092
H -1.464135 1.881342 -5.200564 -0.124 -0.043 0.004
H -1.906886 3.208130 -3.033455 0.225 0.004 0.126
H -0.481109 3.568156 -2.009403 -0.057 -0.086 -0.085
C -0.371088 -0.822966 -1.492006 -0.046 0.203 0.011
N -0.294476 -2.180137 -0.994007 0.160 0.192 -0.079
C -1.300128 -3.045107 -0.767960 0.206 0.066 -0.001
O -1.088964 -4.147009 -0.298681 0.047 -0.370 0.217
H 0.628074 -2.557536 -0.835970 -0.155 -0.094 0.024
C 0.543912 -0.671167 -2.690411 0.269 -0.040 -0.005
C 1.656467 0.155431 -2.646027 -0.104 -0.215 0.041
C 2.474542 0.290798 -3.749987 0.061 -0.113 -0.109
C 2.204908 -0.402469 -4.927503 -0.149 -0.011 0.288
C 1.092413 -1.240888 -4.961343 0.038 0.033 -0.011
C 0.273288 -1.372267 -3.858060 0.000 0.047 0.111
H -0.588132 -2.024208 -3.898520 -0.096 -0.081 -0.015
H 0.876731 -1.808214 -5.854508 -0.009 -0.055 -0.100
C 3.071336 -0.247374 -6.103887 0.190 -0.015 -0.243
C 2.532496 -0.235597 -7.388829 0.038 -0.038 0.081
C 3.345049 -0.071062 -8.494577 -0.009 -0.027 -0.111
C 4.713042 0.077675 -8.338578 0.062 0.024 -0.063
C 5.262095 0.057357 -7.067619 0.104 0.058 -0.050
C 4.449650 -0.102225 -5.960678 -0.109 -0.009 0.028
H 4.890056 -0.136120 -4.975053 0.028 -0.008 0.097
H 6.329486 0.164460 -6.939007 0.078 -0.003 0.013
H 5.347746 0.206479 -9.202819 0.049 0.006 -0.066
H 2.909837 -0.056016 -9.483517 -0.037 0.004 -0.071
H 1.465242 -0.333830 -7.518406 -0.116 0.005 -0.001
H 3.318835 0.961896 -3.706823 0.077 0.076 -0.016
H 1.869759 0.714278 -1.746130 -0.008 0.107 0.124
H -0.031735 -0.128654 -0.705258 -0.016 -0.089 -0.156
C -4.200392 -1.050195 -2.118914 -0.208 -0.075 -0.109
H -4.591488 -0.290078 -1.443161 -0.073 0.029 -0.025
H -4.866592 -1.903282 -2.123622 -0.018 -0.087 0.041
H -4.173812 -0.608680 -3.111369 -0.040 -0.052 0.060
H -4.318599 -3.708456 -1.521149 0.103 0.010 0.058
H -3.168517 -4.439176 -0.399899 -0.165 0.176 -0.132
H -5.309882 -3.687554 0.644957 -0.070 0.038 -0.055
H -4.380929 -2.964501 2.667896 0.012 -0.034 0.059
H -3.036934 -3.816529 1.903857 0.008 -0.073 0.077
H -3.474438 -0.793341 1.828262 0.049 0.070 -0.075
H -2.100755 -1.652436 1.138443 0.017 0.124 -0.031
H -1.543532 -2.496079 3.485896 0.047 -0.062 0.006
C 0.717060 0.795431 2.320388 0.141 0.084 0.138
C -0.116370 1.920300 1.748304 -0.084 0.170 -0.231
C -1.301006 1.669804 1.075156 -0.077 0.236 -0.063
C -2.044431 2.708916 0.529024 0.295 0.055 0.139
C -1.585539 4.018627 0.624761 -0.111 -0.124 -0.040
C -0.390452 4.269371 1.273544 0.054 0.093 -0.003
C 0.337313 3.232700 1.833894 -0.033 -0.139 -0.096
H 1.268355 3.442567 2.339667 0.084 0.058 0.074
H -0.022415 5.281754 1.350966 0.022 0.083 0.013
H -2.165354 4.822703 0.199588 -0.035 0.072 -0.033
C -3.323175 2.364965 -0.136975 -0.201 -0.157 0.093
O -3.879905 1.296705 -0.017502 0.030 0.112 -0.011
O -3.801546 3.365659 -0.877929 0.312 0.218 0.091
C -4.997549 3.099592 -1.599795 -0.384 -0.274 -0.168
H -5.331803 4.054691 -1.996758 0.029 -0.026 0.033
H -5.752215 2.670420 -0.937734 0.032 0.081 -0.063
H -4.783806 2.398320 -2.409325 -0.055 0.099 0.094
H -1.683973 0.668482 0.964653 -0.047 -0.129 0.007
H 1.479095 0.537868 1.573083 -0.097 0.000 0.241
C 1.518475 1.210709 3.579974 -0.305 -0.019 -0.456
O 2.720979 1.030416 3.637008 0.445 -0.107 -0.025
N 0.778313 1.770826 4.539202 -0.338 0.179 0.389
H -0.232396 1.748910 4.418448 0.205 -0.049 -0.147
C 1.306763 2.082029 5.846298 0.292 -0.120 0.252
C 0.889383 1.047629 6.895649 -0.151 0.086 -0.190
C -0.619468 0.985465 7.141955 0.172 0.082 0.136
C -1.171330 2.251480 7.787355 -0.006 -0.230 -0.102
H -1.087162 3.102984 7.117305 -0.014 0.167 -0.022
H -2.223315 2.119883 8.028860 -0.103 0.081 0.043
H -0.634133 2.478844 8.706273 0.033 0.085 0.107
H -0.820487 0.138003 7.801964 -0.052 -0.044 -0.070
H -1.143789 0.800524 6.202951 -0.033 -0.125 0.009
H 1.398846 1.284988 7.832012 0.056 -0.037 0.062
H 1.238311 0.066587 6.564303 0.105 -0.011 0.013
H 2.396088 2.092719 5.756973 -0.150 0.112 0.036
H 0.964186 3.078860 6.134584 0.091 -0.004 0.002
H 1.216292 -1.485469 1.321564 -0.108 -0.007 -0.002
H -0.142103 -2.421657 1.927119 -0.005 0.019 -0.077
H 1.405661 -4.203148 2.595418 0.009 -0.020 -0.103
H 2.835239 -3.307982 2.095249 0.010 -0.017 -0.136
H 2.255418 -4.351164 4.901938 -0.044 -0.091 -0.001
H 3.715901 -2.351206 5.027575 -0.001 0.034 0.114
H 4.791077 -2.320069 2.817336 0.016 0.081 -0.153
H 5.508541 -3.909155 3.107662 0.070 -0.083 -0.097
H 6.025835 -2.511113 4.052499 0.110 0.059 -0.044
```
Positions in Å, forces in eV/Å.



ORCA calculation (ωB97M-V with the def2-TZVPD basis set) on C26H31HgN2O8 as an isolated structure at a distorted geometry.

Total energy (eV): -50991.033
LUMO (Eh): 0.04161
Total charge: -1
HOMO energy (Eh): -0.115
Gap between HOMO and LUMO (Eh): 0.1563

Structure (XYZ):
```
68
Properties=species:S:1:pos:R:3:forces:R:3
O 0.142195 0.010917 -6.224110 0.000 0.179 -1.977
C 0.029042 1.288192 -6.914565 0.086 0.656 0.395
C -0.161477 0.679636 -8.293971 0.021 -0.313 0.482
H 0.954755 1.872631 -6.833676 -0.255 -0.027 0.270
H -0.836887 1.864099 -6.566315 0.290 -0.035 0.178
C 0.016899 -0.658989 -7.529247 -0.032 0.128 -1.088
H 0.623709 0.907194 -9.016181 -0.131 -0.049 0.043
H -1.150510 0.832129 -8.728927 0.134 -0.054 0.003
C 1.272583 -1.381400 -7.956748 0.298 -0.309 0.229
H 2.146797 -0.721935 -7.952650 -0.140 -0.076 0.130
H 1.158636 -1.773935 -8.974861 -0.084 0.118 0.152
H 1.456775 -2.233455 -7.296262 0.124 0.078 -0.007
C -1.189904 -1.553076 -7.634342 -0.185 -0.376 0.270
H -2.106372 -1.028795 -7.349883 0.125 -0.062 0.081
H -1.052815 -2.430869 -6.996308 -0.183 0.043 0.029
H -1.312511 -1.909444 -8.665513 0.109 0.129 0.165
Hg 0.125616 1.115136 1.099658 -0.906 -1.709 1.392
C -2.566401 -0.911076 2.703453 -0.046 1.339 0.135
C -2.271262 0.441018 2.911650 -0.064 -1.041 0.140
C -2.238624 1.102123 1.620386 0.999 0.164 -0.281
H -2.131135 0.944121 3.869023 0.101 -0.226 -0.398
C -2.620210 0.100544 0.634208 -0.257 -1.201 0.317
C -2.789574 -1.118425 1.304085 -0.131 0.898 -0.828
H -3.068542 -2.074885 0.851486 0.263 0.440 0.125
H -2.640211 -1.685812 3.466583 0.114 0.316 -0.223
H -2.305121 2.179173 1.476780 -0.397 -0.186 0.128
H -2.775504 0.299893 -0.426026 0.114 -0.110 0.288
C 1.067795 -2.317117 2.995744 0.244 0.027 -0.664
C 0.190177 -3.015875 2.117892 0.574 0.223 -0.549
C 0.531355 -2.668748 0.780758 -0.318 -0.086 0.676
H -0.601758 -3.707603 2.413087 0.221 0.241 -0.084
C 1.615551 -1.745233 0.833185 -0.414 0.414 -0.055
C 1.948891 -1.541650 2.200775 -0.328 -0.368 0.426
H 2.756042 -0.922464 2.583673 -0.165 -0.075 -0.159
H 1.093242 -2.384283 4.085051 -0.065 0.021 -0.322
H 0.055540 -3.051168 -0.126376 0.117 0.148 0.306
H 2.119655 -1.306671 -0.029145 0.037 -0.190 0.204
O 0.183693 0.488927 -1.288764 0.179 0.949 -0.407
C -0.249979 -0.547386 -2.195466 0.239 -0.109 0.637
C -0.584387 0.161373 -3.491220 -0.336 0.278 0.127
H -1.100312 -1.067078 -1.725289 0.316 0.194 -0.183
H 0.586187 -1.256954 -2.278316 -0.238 0.108 -0.120
C 0.241798 1.471043 -3.457979 0.204 -0.542 -0.006
H -1.656446 0.408411 -3.505342 0.215 -0.072 -0.073
H -0.339968 -0.442738 -4.359979 -0.204 0.139 0.266
C 0.376235 1.756561 -1.974376 -0.227 -0.359 0.589
H -0.236823 2.294047 -3.995897 0.105 -0.141 0.030
H 1.238105 1.292989 -3.874498 -0.154 0.031 -0.141
H -0.384292 2.472352 -1.620896 0.081 -0.212 -0.057
H 1.362248 2.128665 -1.662221 -0.165 -0.004 -0.246
O -0.239002 2.737507 3.652470 0.545 -0.310 0.236
C 0.584282 1.858151 3.930443 0.465 -0.211 -1.189
O 1.242158 1.104218 3.094860 -0.699 1.474 0.954
C 0.843900 1.544884 5.395921 0.211 -0.185 1.071
C 1.659033 0.463487 5.769204 -0.255 -0.072 0.325
C 1.682575 0.020454 7.108118 -1.096 1.550 -0.715
C 0.990414 0.718004 8.107020 -0.197 -0.093 -0.091
C 0.242862 1.852522 7.750723 1.058 -0.872 -1.635
C 0.179700 2.271335 6.400679 0.042 -0.331 0.368
N -0.532377 2.538082 8.753192 -1.359 1.332 1.809
O -0.510856 2.102357 9.924717 0.062 0.673 -2.071
O -1.202041 3.535985 8.411474 1.288 -1.828 0.506
N 2.274969 -1.261463 7.396407 1.474 -2.513 0.167
O 2.719733 -1.933341 6.438768 -0.888 1.520 1.937
O 2.302690 -1.660805 8.577928 -0.152 0.857 -1.765
H 2.248891 -0.057005 5.020415 -0.366 -0.060 -0.012
H 0.989364 0.359437 9.131007 -0.006 0.043 -0.204
H -0.398814 3.152084 6.134556 -0.012 -0.298 -0.033
```
Positions in Å, forces in eV/Å.



ORCA calculation (ωB97M-V with the def2-TZVPD basis set) on an isolated molecule of C4H6FNOS at a distorted geometry.

Energy relative to the best compared isomer or geometry (same formula, charge and spin) (kcal per mole): 53.92
Total energy (eV): -21333.567
SMILES: NC(=O)[C@@H]1S[C@@H]1CF
LUMO (Eh): 0.01657
HOMO energy (Eh): -0.346
Gap between HOMO and LUMO (Eh): 0.3623

Structure (XYZ):
```
14
Properties=species:S:1:pos:R:3:forces:R:3
C -1.634047 -0.126917 0.038765 -5.302 -3.824 -4.065
C -0.757804 0.863620 0.568112 1.398 1.989 0.197
C 0.789538 0.807990 0.422454 -0.528 2.576 0.798
C 1.506095 -0.044108 -0.639235 1.230 1.350 1.562
H -1.420647 -2.146916 -0.390722 0.324 0.632 0.142
H -0.008741 -1.283538 0.103004 2.550 -0.849 0.929
H -1.313854 1.175302 1.430601 0.838 0.382 1.260
H 1.392431 1.006581 1.412974 -1.136 -0.582 -2.280
H 2.555890 0.215964 -0.846524 -0.558 1.108 -0.083
H 1.055855 -0.264034 -1.606663 -0.676 -0.170 0.478
N -0.926721 -1.290092 -0.135620 -4.448 0.077 -0.783
O -2.916116 -0.091285 -0.279815 5.738 0.654 1.926
F 1.726927 -1.115948 0.191312 0.532 -3.043 0.065
S -0.048802 2.293387 -0.268647 0.038 -0.301 -0.145
```
Positions in Å, forces in eV/Å.



> Which of these has the lowest gap between HOMO and LUMO?

C26H31HgN2O8